ORCA calculation (the ωB97M-V functional and the def2-TZVPD basis) on C10Cs2F30KN5O20S10 as an isolated structure in a non-equilibrium geometry.

Summary:
- HOMO-LUMO gap: 5.3 eV
- 2S+1: 1
- Total energy: -266063.4239 eV
- ΔE to the lowest compared entry with this formula, charge and spin: 71.9 kcal per mole
- E_HOMO: -3.8 eV
- Total charge: -2

```
78
Properties=species:S:1:pos:R:3:mulliken_charge:R:1
Cs -24.970 18.050 -4.079 1.1012
Cs -19.073 14.025 -5.365 1.1356
K -20.863 18.168 -3.699 1.0342
S -21.974 17.352 -7.013 0.9452
S -22.232 20.044 -6.690 0.9841
S -16.778 17.031 -5.662 0.5145
S -23.042 18.126 -0.503 0.7154
S -14.915 23.439 -3.313 1.0683
S -16.242 18.337 1.298 0.9693
S -15.004 15.027 -5.804 1.0184
S -17.874 17.329 -0.504 0.9937
S -22.262 16.002 -1.647 0.7493
S -16.848 21.851 -2.334 0.9862
F -13.566 18.740 0.622 -0.1938
F -23.676 15.129 -3.619 -0.1831
F -16.292 15.198 -0.406 -0.2410
F -15.313 26.100 -3.150 -0.2447
F -23.759 13.775 -1.903 -0.1972
F -22.679 20.536 -1.653 -0.1783
F -24.915 15.602 -1.910 -0.2231
F -17.383 21.419 -4.879 -0.2173
F -14.252 19.678 2.531 -0.2203
F -24.746 19.943 -1.202 -0.2343
F -15.699 12.691 -6.846 -0.2316
F -14.841 20.525 0.517 -0.1726
F -22.726 22.441 -5.724 -0.1962
F -18.636 17.616 -7.647 -0.2317
F -24.511 17.494 -7.948 -0.2174
F -19.134 22.078 -3.771 -0.2197
F -18.312 14.842 -1.399 -0.1886
F -18.254 19.958 -3.556 -0.1374
F -24.220 15.832 -6.405 -0.1624
F -24.190 21.065 -5.191 -0.2483
F -22.279 21.053 -4.105 -0.1445
F -23.565 20.568 0.464 -0.1967
F -15.730 12.737 -4.755 -0.1917
F -13.886 12.621 -5.798 -0.2449
F -16.636 15.890 -2.350 -0.1900
F -15.141 25.266 -5.238 -0.2133
F -17.333 19.275 -7.120 -0.1443
F -16.545 17.680 -8.208 -0.2463
F -13.343 25.636 -4.045 -0.2473
F -23.396 15.758 -8.449 -0.1941
O -15.741 20.901 -2.275 -0.4742
O -14.699 22.618 -4.517 -0.6312
O -14.914 15.364 -4.359 -0.5454
O -17.846 16.892 -4.602 -0.0592
O -17.295 19.159 1.927 -0.6202
O -21.146 15.705 -2.495 -0.4179
O -21.077 16.450 -6.298 -0.5516
O -21.411 17.856 -8.308 -0.5816
O -21.772 18.169 0.230 -0.5128
O -18.789 17.826 -1.559 -0.3975
O -18.566 17.055 0.749 -0.7122
O -23.102 20.263 -7.857 -0.6692
O -15.989 17.072 1.925 -0.6037
O -22.108 15.506 -0.178 -0.5573
O -13.819 15.491 -6.615 -0.6559
O -20.844 20.379 -6.847 -0.5373
O -15.575 17.798 -5.327 -0.5304
O -24.215 17.524 0.070 -0.6305
O -17.680 22.029 -1.135 -0.6664
O -13.914 23.235 -2.266 -0.6586
N -16.583 18.193 -0.426 -0.2105
N -16.346 23.502 -2.849 -0.4893
N -16.444 15.421 -6.357 -0.5512
N -22.807 17.687 -1.946 -0.3343
N -22.477 18.683 -5.994 -0.4073
C -17.261 15.671 -1.210 0.4407
C -18.084 21.257 -3.742 0.6083
C -14.672 25.214 -3.987 0.5303
C -14.555 19.392 1.211 0.5728
C -23.781 15.015 -2.317 0.4159
C -22.909 21.229 -5.319 0.4683
C -15.123 13.087 -5.786 0.5784
C -23.634 16.544 -7.442 0.3709
C -23.545 19.964 -0.737 0.5083
C -17.422 18.000 -7.238 0.4483
```